# 1
This record from OMol25 describes a molecular structure, C27H55CsN7O11P2 at a distorted geometry. The level of theory is wB97M-V/def2-TZVPD.

## Properties
Total charge: -1
Spin multiplicity: 1
Largest force on an atom (eV/Å): 3.2
Highest occupied orbital energy (eV): -4.7

Geometry as XYZ:
```
103
Properties=species:S:1:pos:R:3:forces:R:3
Cs -0.627 1.651 -0.017 2.7 1.6 -0.3
C 2.292 -4.185 3.059 -0.2 0.3 -0.2
C 2.128 -2.985 2.105 0.4 -0.2 0.1
C 3.399 -2.868 1.248 -0.4 0.3 0.1
C 3.662 -1.496 0.609 0.6 -0.3 0.4
C 5.070 -1.494 0.002 -0.2 0.0 0.0
C 3.586 -0.366 1.633 -0.1 0.0 -0.1
N 2.653 -1.200 -0.427 -0.5 0.6 0.0
C 2.828 -1.855 -1.720 -0.1 -0.2 -0.4
C 1.597 -1.772 -2.629 0.1 -0.1 -0.1
N 0.854 -0.533 -2.549 0.2 0.0 0.2
C 1.620 0.657 -2.914 0.1 0.4 0.1
C 1.838 1.605 -1.701 0.6 0.3 -1.3
O 1.157 2.619 -1.614 0.7 0.7 -1.1
O 2.758 1.278 -0.890 0.3 -0.4 0.5
C -0.434 -0.601 -3.239 -0.5 -0.2 -0.4
C -0.316 -1.067 -4.705 0.1 0.3 0.3
C -1.577 -1.323 -2.498 0.3 -0.1 0.1
C -1.596 -2.814 -2.093 -0.3 -0.2 -0.4
C -1.410 -3.799 -3.261 0.0 0.2 0.3
C -2.999 -3.059 -1.508 0.3 0.1 0.0
N -0.534 -3.031 -1.110 -0.2 0.0 0.5
C -0.591 -4.213 -0.282 0.1 -0.1 0.2
C 0.617 -4.272 0.664 -0.1 -0.2 -0.1
N 0.903 -3.007 1.314 -0.4 -0.2 0.0
C -0.215 -2.419 2.038 0.2 0.3 -0.1
C -0.289 -0.883 1.813 0.2 -1.0 0.5
O -1.101 -0.268 2.521 -0.4 0.4 0.4
O 0.474 -0.403 0.955 0.9 -1.2 0.5
H 3.087 -3.980 3.772 0.1 0.0 0.1
H 2.544 -5.091 2.512 0.0 -0.1 0.0
H 1.373 -4.355 3.616 -0.1 -0.1 0.1
H 2.060 -2.088 2.724 0.0 0.0 0.0
H 3.380 -3.635 0.473 0.1 -0.1 -0.1
H 4.249 -3.095 1.894 0.1 0.0 0.0
H 5.806 -1.520 0.802 0.0 0.0 0.1
H 5.228 -0.582 -0.569 0.1 0.1 -0.1
H 5.246 -2.356 -0.637 0.0 -0.1 -0.1
H 4.181 -0.602 2.512 0.1 -0.1 0.1
H 2.556 -0.189 1.919 -0.1 0.1 0.1
H 3.954 0.553 1.189 0.1 0.2 0.0
H 1.700 -1.307 -0.002 0.2 -0.1 -0.2
H 2.698 -0.078 -0.639 0.1 -0.3 0.0
H 3.059 -2.917 -1.589 0.0 0.0 0.0
H 3.686 -1.389 -2.214 0.0 0.0 0.1
H 0.901 -2.550 -2.312 0.3 0.1 -0.2
H 1.961 -1.989 -3.653 0.0 0.0 0.1
H 1.107 1.246 -3.682 0.0 -0.2 0.1
H 2.606 0.379 -3.309 -0.1 0.0 0.0
H -0.790 0.434 -3.261 0.0 0.0 0.0
H -0.047 -2.115 -4.783 0.0 -0.1 0.0
H 0.439 -0.479 -5.225 0.1 0.1 -0.1
H -1.269 -0.917 -5.206 -0.1 0.0 -0.1
H -2.465 -1.155 -3.111 -0.1 0.1 0.0
H -1.743 -0.768 -1.577 -0.1 0.0 0.1
H -1.999 -3.482 -4.117 -0.1 0.0 -0.1
H -1.751 -4.793 -2.971 0.0 -0.1 0.0
H -0.366 -3.877 -3.553 0.1 0.0 -0.1
H -3.760 -2.888 -2.263 -0.1 0.1 -0.1
H -3.198 -2.374 -0.688 -0.1 0.0 0.1
H -3.111 -4.082 -1.152 0.0 -0.1 0.0
H -0.496 -2.215 -0.508 0.2 0.1 0.0
H -0.554 -5.101 -0.923 -0.1 0.0 0.1
H -1.514 -4.286 0.315 0.1 0.0 -0.1
H 1.499 -4.542 0.077 0.0 -0.1 0.0
H 0.428 -5.090 1.385 0.1 0.0 -0.1
H -0.174 -2.604 3.120 0.0 0.0 -0.1
H -1.165 -2.817 1.691 -0.1 -0.1 0.0
N -6.014 1.756 0.731 -0.4 -0.3 0.3
C -4.641 1.622 1.208 0.6 -0.2 -0.7
C -4.449 1.858 2.688 0.1 0.1 0.2
P -3.936 -0.008 0.646 -0.7 -0.8 0.2
O -3.631 -0.840 1.983 -0.4 0.2 -0.5
O -4.987 -0.703 -0.150 -0.3 0.1 0.2
O -2.646 0.402 0.000 -2.3 -1.5 0.2
P -3.570 2.800 0.286 -1.2 1.4 0.8
O -4.623 4.079 0.250 0.0 -0.8 0.1
O -3.547 3.577 -2.153 -0.1 1.2 -0.4
O -2.342 3.245 0.961 -0.8 0.9 1.0
H -6.399 0.813 0.669 -0.1 0.1 -0.1
H -5.665 2.287 -0.952 -0.5 0.1 -0.4
H -6.567 2.313 1.377 0.1 0.0 -0.1
H -4.988 1.104 3.263 0.0 0.0 -0.1
H -4.790 2.855 2.976 0.0 0.1 0.0
H -3.389 1.770 2.914 0.1 0.1 0.2
H -2.715 -0.609 2.257 0.5 -0.1 0.4
H -4.058 4.851 0.226 0.1 0.5 -0.1
N -3.206 2.452 -1.324 0.7 -0.3 1.2
C -4.044 2.285 -2.430 -0.6 -1.1 -1.8
N -5.573 2.284 -1.998 0.2 0.4 0.7
C -6.194 1.042 -2.471 0.0 -0.6 -0.6
C -6.169 1.012 -3.996 0.2 -0.3 0.1
O -6.815 2.143 -4.553 -0.3 0.0 -0.1
C -6.202 3.332 -4.105 0.1 0.2 0.1
C -6.256 3.441 -2.580 -0.1 0.5 -0.5
H -7.227 1.008 -2.112 0.1 0.0 0.1
H -5.638 0.204 -2.044 -0.1 0.1 0.0
H -6.710 0.143 -4.372 0.1 0.0 0.1
H -5.123 0.978 -4.323 -0.2 0.0 0.0
H -6.758 4.152 -4.564 0.1 0.0 0.1
H -5.151 3.362 -4.425 -0.2 0.1 0.0
H -7.296 3.461 -2.240 0.1 0.0 0.0
H -5.739 4.346 -2.261 -0.1 -0.1 0.1
```
Positions in Å, forces in eV/Å.

# 2
This record from OMol25 describes a molecular structure, CH3IOS2 at a distorted geometry. The level of theory is wB97M-V/def2-TZVPD.

## Properties
Total charge: 0
Energy relative to the best compared isomer or geometry (same formula, charge and spin) (kcal per mole): 107.76
Spin multiplicity: 1
Largest force on an atom (eV/Å): 4.8
Highest occupied orbital energy (spin up / spin down) (eV): -9.6 / -9.6

Geometry as XYZ:
```
8
Properties=species:S:1:pos:R:3:forces:R:3
C 1.177 0.019 -0.288 -1.6 2.1 -4.1
O -0.329 0.085 2.038 -2.6 -1.4 -2.6
S -0.210 -0.740 -1.175 -0.4 -0.6 0.3
S -1.589 -0.765 0.367 1.7 1.8 2.1
I -3.161 0.998 -0.325 0.5 -0.5 0.4
H 0.653 0.303 0.565 0.1 1.4 1.9
H 1.558 0.748 -1.039 -0.3 0.1 1.1
H 1.901 -0.650 -0.144 2.7 -2.9 0.9
```
Positions in Å, forces in eV/Å.

# 3
This record from OMol25 describes 2 unconnected molecules or ions with the total composition C7H16. The level of theory is wB97M-V/def2-TZVPD.

## Properties
Total charge: 0
Energy relative to the best compared isomer or geometry (same formula, charge and spin) (kcal per mole): 34.72
Spin multiplicity: 1
Structure (SMILES): C=C(C)[C@H](C)CC.[H][H]
Largest force on an atom (eV/Å): 0.2
Highest occupied orbital energy (eV): -9.3

Geometry as XYZ:
```
23
Properties=species:S:1:pos:R:3:forces:R:3
C -0.900 1.608 -0.112 0.0 -0.1 0.0
C -0.923 0.279 -0.002 0.0 0.2 0.0
C -2.106 -0.522 -0.485 0.0 0.0 0.0
C 0.186 -0.534 0.653 0.0 0.0 -0.1
C -0.200 -0.854 2.105 0.0 0.0 0.1
C 1.581 0.101 0.601 0.0 0.0 0.1
C 2.150 0.260 -0.807 0.0 0.0 -0.1
H -1.734 2.148 -0.552 0.1 -0.1 0.1
H -0.062 2.209 0.231 -0.1 -0.1 0.0
H -2.848 0.111 -0.980 0.1 -0.1 0.1
H -1.787 -1.295 -1.195 0.0 0.1 0.1
H -2.602 -1.038 0.347 0.1 0.1 -0.1
H 0.245 -1.489 0.107 0.0 0.1 0.1
H 0.533 -1.527 2.562 -0.1 0.1 -0.1
H -0.238 0.068 2.698 0.0 -0.1 -0.1
H -1.182 -1.335 2.169 0.2 0.1 0.0
H 2.255 -0.535 1.191 -0.1 0.1 -0.1
H 1.565 1.072 1.115 0.0 -0.1 -0.1
H 2.170 -0.703 -1.331 0.0 0.1 0.1
H 3.176 0.643 -0.776 -0.2 0.0 0.0
H 1.549 0.951 -1.407 0.1 -0.1 0.1
H -0.403 0.006 -3.388 0.0 0.0 0.1
H -0.422 0.377 -2.742 0.0 -0.1 -0.1
```
Positions in Å, forces in eV/Å.

# 4
This record from OMol25 describes 11 unconnected molecules or ions with the total composition C38H76Br2O16 at a distorted geometry. The level of theory is wB97M-V/def2-TZVPD.

## Properties
Total charge: 0
Spin multiplicity: 1
Structure (SMILES): CCOC(C)=O.CCOC(C)=O.CCOC(C)=O.CCOC(C)=O.CCOC(C)=O.CCOC(C)=O.CC(C)=O.CC(C)=O.CC(C)=O.CC(C)=O.BrCCBr
Largest force on an atom (eV/Å): 4.7
Highest occupied orbital energy (eV): -9.6

Geometry as XYZ:
```
132
Properties=species:S:1:pos:R:3:forces:R:3
C 9.122 14.675 -0.887 0.1 -0.7 0.2
C 8.805 14.654 -2.370 0.2 -0.1 -0.1
O 9.910 15.110 -3.143 1.4 0.8 -0.8
C 10.869 14.295 -3.642 -1.5 -2.3 1.8
C 12.006 14.901 -4.291 1.4 1.0 -1.2
O 10.838 13.082 -3.538 -0.7 0.6 0.2
H 8.177 14.605 -0.348 0.0 0.5 0.2
H 9.711 15.558 -0.638 -0.4 0.2 0.1
H 9.694 13.830 -0.504 0.2 -0.2 -0.5
H 8.489 13.689 -2.767 -0.1 0.0 0.3
H 8.057 15.425 -2.556 -0.2 -0.3 -0.1
H 11.676 15.479 -5.154 0.1 0.1 -0.1
H 12.626 14.060 -4.601 0.0 0.3 -0.2
H 12.628 15.555 -3.680 -0.4 0.1 0.2
C 6.954 20.372 12.872 -0.4 0.0 1.2
C 8.248 20.542 13.723 -0.9 1.5 -1.8
O 9.266 19.987 12.841 0.6 -1.4 0.5
C 10.433 20.560 12.510 0.5 4.6 0.9
C 11.267 19.835 11.504 0.5 -0.9 0.2
O 10.808 21.689 12.917 -1.4 -3.1 -0.6
H 6.627 19.345 13.037 0.3 -0.3 -0.8
H 6.985 20.668 11.823 0.5 -0.3 0.1
H 6.079 20.873 13.287 0.2 0.6 0.3
H 8.540 21.567 13.952 -0.2 0.1 -0.3
H 8.007 20.088 14.684 1.1 -0.8 -0.1
H 10.921 19.824 10.471 -0.6 -0.1 0.3
H 11.377 18.820 11.887 0.0 -0.3 -0.4
H 12.268 20.260 11.440 -0.2 0.2 0.4
C 8.857 14.447 9.666 -0.5 0.2 0.4
C 10.116 13.656 9.915 -0.7 -1.4 -0.1
O 10.806 13.389 8.690 0.4 0.0 -1.9
C 10.246 12.593 7.693 -1.2 -1.1 2.3
C 11.107 12.520 6.469 -0.7 0.0 -0.2
O 9.203 11.938 7.814 2.2 1.8 0.0
H 9.019 15.462 9.304 0.4 -0.1 -0.2
H 8.318 14.598 10.601 -0.1 -0.2 0.1
H 8.196 13.933 8.968 0.1 0.0 0.1
H 10.762 14.091 10.678 0.5 0.4 -0.7
H 9.950 12.649 10.297 -0.8 0.0 0.3
H 10.521 11.869 5.820 0.3 0.2 -0.3
H 12.098 12.087 6.610 -0.1 0.2 0.3
H 11.174 13.527 6.058 0.2 -0.1 -0.2
C 15.255 8.756 9.632 -1.2 -1.5 1.9
C 16.525 7.990 10.064 -0.4 2.2 -1.2
O 16.951 7.409 8.814 1.1 0.1 1.9
C 18.258 7.593 8.505 1.5 -0.8 0.3
C 18.322 7.258 7.048 1.3 0.9 -0.1
O 19.217 7.908 9.220 -2.9 -0.5 -1.2
H 15.186 9.125 8.609 0.6 0.2 0.3
H 14.927 9.437 10.418 0.5 0.8 -0.3
H 14.441 8.045 9.770 -0.3 -0.4 -0.7
H 17.265 8.738 10.350 0.3 -0.3 0.2
H 16.376 7.311 10.903 0.0 -0.3 -0.4
H 17.378 7.571 6.603 0.3 -0.5 -0.3
H 18.638 6.229 6.875 -0.5 -0.1 0.1
H 19.152 7.863 6.683 -0.1 0.0 -0.4
C 16.373 13.240 0.647 0.6 -0.3 1.2
C 16.543 12.500 1.984 -1.2 0.4 -0.7
O 17.892 12.648 2.404 0.2 -0.8 1.7
C 18.234 12.256 3.708 -0.5 0.4 0.0
C 19.714 12.327 3.893 0.0 -0.2 -1.4
O 17.469 11.907 4.566 -0.4 0.1 -0.8
H 15.295 13.349 0.528 0.1 -0.1 -0.7
H 16.916 12.713 -0.138 -0.5 0.1 -0.2
H 16.827 14.225 0.763 -0.1 0.1 -0.1
H 15.781 12.911 2.646 0.6 0.4 0.7
H 16.200 11.470 1.887 0.7 -0.4 0.0
H 20.062 11.349 3.560 0.2 -0.1 0.0
H 20.101 12.502 4.897 -0.5 0.2 -0.2
H 20.024 13.021 3.111 0.7 0.2 0.5
C 8.424 7.443 0.565 1.1 0.7 -0.3
C 9.862 7.166 -0.036 -1.9 -0.6 -1.2
O 10.373 5.873 0.300 0.6 -0.5 0.3
C 9.959 4.717 -0.304 -0.7 -0.2 0.1
C 10.643 3.486 0.276 1.2 0.5 -0.2
O 9.111 4.615 -1.163 0.7 0.8 0.6
H 7.971 8.136 -0.144 -0.3 0.0 0.1
H 8.386 7.938 1.535 0.5 0.0 0.1
H 7.765 6.582 0.676 0.4 -0.3 -0.5
H 9.771 7.220 -1.121 -0.5 -0.5 -0.2
H 10.631 7.935 0.043 0.0 -0.2 1.4
H 10.287 3.183 1.261 -0.6 -0.1 -0.3
H 11.699 3.662 0.480 0.1 0.5 -0.1
H 10.661 2.703 -0.482 -0.6 -0.1 0.3
C 5.553 19.032 3.991 -1.9 0.6 0.1
C 6.474 19.496 5.041 0.2 -2.0 2.7
C 7.703 20.213 4.524 -0.5 -0.7 0.8
O 6.237 19.229 6.241 1.0 1.2 -2.8
H 5.854 18.263 3.281 0.4 0.3 0.1
H 5.305 19.970 3.493 -0.1 -0.1 -0.8
H 4.619 18.751 4.479 0.1 -0.4 -0.1
H 8.490 19.932 5.224 0.2 0.7 -0.1
H 7.425 21.267 4.491 0.6 0.2 0.1
H 7.943 19.864 3.520 0.0 0.1 0.0
C 2.850 14.689 15.907 -0.7 1.4 -0.6
C 4.301 14.433 15.960 0.1 0.0 1.0
C 4.581 12.992 15.946 1.0 -0.7 -0.5
O 5.161 15.274 16.025 0.1 0.4 -0.2
H 2.440 14.095 15.090 -0.3 -0.1 0.3
H 2.698 15.740 15.665 -0.2 0.0 0.1
H 2.375 14.468 16.863 0.0 -0.2 -0.1
H 5.663 12.861 15.947 -0.1 -0.4 0.0
H 4.154 12.690 14.989 0.2 -0.6 0.0
H 4.096 12.432 16.746 0.0 0.1 0.0
C 16.714 14.847 10.624 1.8 -0.3 0.6
C 17.214 14.779 12.119 1.7 -1.1 -1.8
C 18.481 13.955 12.456 -1.2 -0.3 -0.6
O 16.701 15.417 12.974 -1.2 0.9 1.0
H 15.980 14.078 10.385 -0.8 0.8 0.3
H 17.484 14.591 9.895 0.7 -0.3 0.4
H 16.606 15.908 10.399 -1.3 -0.2 0.1
H 19.158 13.943 11.601 0.4 0.4 0.4
H 18.184 12.909 12.540 -0.2 -0.2 0.0
H 18.860 14.228 13.440 0.3 0.3 -0.4
C 11.190 6.485 5.908 -1.0 0.4 -0.2
C 10.157 5.479 6.446 0.6 -0.3 0.0
C 8.994 6.073 7.288 1.4 -0.8 -1.2
O 10.253 4.289 6.240 -0.2 0.5 0.1
H 11.998 6.733 6.596 -0.2 -0.1 0.3
H 10.568 7.365 5.738 0.5 0.5 0.0
H 11.651 6.258 4.947 -0.2 -0.6 0.1
H 8.311 5.230 7.385 -0.2 0.5 0.4
H 8.598 6.934 6.749 -0.3 -0.1 0.2
H 9.460 6.415 8.212 -0.4 0.0 0.2
Br 12.070 12.015 16.462 -0.3 0.6 0.4
C 11.549 13.174 17.973 0.7 1.3 0.6
C 12.838 13.837 18.580 0.0 -1.5 -0.2
Br 12.634 14.373 20.536 0.2 -0.5 -1.9
H 10.993 12.542 18.666 0.4 0.1 0.0
H 10.912 14.003 17.666 -0.2 -0.5 -0.5
H 13.300 14.626 17.987 -0.9 0.7 0.3
H 13.612 13.086 18.424 0.1 -0.3 1.2
```
Positions in Å, forces in eV/Å.

# 5
This record from OMol25 describes a molecular structure, C3H5N3O. The level of theory is wB97M-V/def2-TZVPD.

## Properties
Total charge: 0
Energy relative to the best compared isomer or geometry (same formula, charge and spin) (kcal per mole): 108.47
Spin multiplicity: 1
Largest force on an atom (eV/Å): 0.4
Highest occupied orbital energy (eV): -8.3

Geometry as XYZ:
```
12
Properties=species:S:1:pos:R:3:forces:R:3
N 0.173 1.732 0.022 0.2 0.2 0.0
C 0.458 0.341 0.017 -0.1 -0.3 0.0
C 1.704 -0.350 0.032 0.1 -0.1 0.0
O 1.739 -1.592 0.029 0.0 0.4 0.0
N -0.487 -1.926 -0.037 -0.1 0.4 0.0
C -0.508 -0.645 -0.018 0.1 -0.3 0.0
N -1.914 -0.838 -0.055 -0.3 0.3 0.0
H 0.482 2.202 0.866 -0.1 -0.1 -0.1
H 0.565 2.223 -0.775 -0.1 -0.1 0.1
H 2.642 0.235 0.039 -0.1 -0.1 0.0
H -2.411 -0.662 -0.918 0.2 -0.1 0.1
H -2.443 -0.719 0.798 0.2 -0.1 -0.1
```
Positions in Å, forces in eV/Å.

# 6
This record from OMol25 describes a molecular structure, C2H5IN2O2 at a distorted geometry. The level of theory is wB97M-V/def2-TZVPD.

## Properties
Total charge: 0
Energy relative to the best compared isomer or geometry (same formula, charge and spin) (kcal per mole): 31.10
Spin multiplicity: 1
Largest force on an atom (eV/Å): 2.7
Highest occupied orbital energy (spin up / spin down) (eV): -8.6 / -7.7

Geometry as XYZ:
```
12
Properties=species:S:1:pos:R:3:forces:R:3
C 0.124 0.977 -0.196 -0.2 -1.0 -1.7
C 0.992 -0.181 -0.304 2.4 0.4 1.1
N -1.471 -0.920 1.506 -0.2 -1.0 -1.1
N 0.646 -1.210 -1.088 1.0 -0.6 -0.6
O 0.312 1.897 0.773 0.3 0.5 0.8
O -0.820 1.092 -0.977 0.8 0.2 0.4
I -2.825 -0.400 0.143 -0.5 -0.5 0.7
H 2.121 -0.251 0.047 -2.6 0.7 -0.5
H -1.304 -0.082 2.016 0.1 1.2 0.8
H -0.289 -1.569 -1.069 -0.3 0.0 -0.4
H 1.109 2.420 0.636 0.1 -0.1 0.0
H 1.404 -1.774 -1.488 -0.9 0.2 0.5
```
Positions in Å, forces in eV/Å.